# 1
Below is C28H35BrMnN4O5S as an isolated structure, with properties calculated with ωB97M-V with the def2-TZVPD basis set.

```
! RIJCOSX wB97M-V def2-TZVPD def2/J DEFGRID3
* xyz 0 2
Mn 0.390 -0.168 0.216
C 0.370 -3.389 0.856
O -0.344 -2.236 0.414
C -1.752 -2.383 0.508
C -2.376 -1.257 -0.296
O -1.732 -0.019 -0.046
C -2.265 0.827 0.976
C -1.838 0.383 2.355
O -0.443 0.143 2.323
C 0.218 0.396 3.554
H 0.110 -4.247 0.232
H 1.428 -3.172 0.759
H 0.130 -3.610 1.900
H -2.060 -3.344 0.084
H -2.054 -2.365 1.560
H -2.239 -1.455 -1.361
H -3.449 -1.180 -0.106
H -1.830 1.801 0.759
H -3.352 0.875 0.887
H -2.076 1.182 3.063
H -2.363 -0.519 2.690
H 0.057 1.433 3.863
H -0.148 -0.278 4.335
H 1.275 0.220 3.383
N 0.496 1.664 -0.070
C 0.903 2.283 -1.106
C 0.592 3.751 -1.231
C 0.394 4.353 -2.472
C 0.021 5.688 -2.563
C -0.142 6.446 -1.412
C 0.066 5.859 -0.170
C 0.425 4.523 -0.082
C 1.719 1.667 -2.174
C 2.833 2.341 -2.706
C 3.902 1.692 -3.287
C 3.917 0.271 -3.205
C 2.822 -0.428 -2.823
C 1.512 0.258 -2.663
H 0.530 3.763 -3.371
H -0.140 6.136 -3.536
H -0.426 7.489 -1.482
H -0.054 6.447 0.732
H 0.573 4.043 0.878
H 2.881 3.418 -2.557
H 4.751 2.240 -3.672
H 4.832 -0.273 -3.416
H 2.832 -1.509 -2.742
H -0.047 -0.955 -2.265
Br -3.786 2.415 -1.838
C -2.665 1.870 -3.263
C -3.115 2.014 -4.564
N -2.371 1.661 -5.606
C -1.163 1.160 -5.369
C -0.626 0.980 -4.092
C -1.412 1.349 -3.006
C 0.754 0.366 -4.014
O 1.324 0.079 -5.041
O 0.644 -0.528 -1.747
H -4.097 2.426 -4.766
H -0.566 0.883 -6.229
H -1.061 1.262 -1.987
C 6.069 0.732 1.760
N 4.674 0.382 2.012
C 3.707 0.418 1.063
S 2.478 -0.776 1.166
N 3.729 1.325 0.121
C 4.398 2.617 0.201
H 6.690 0.141 2.429
H 6.275 1.785 1.950
H 6.350 0.496 0.732
H 4.524 -0.368 2.665
H 3.032 1.234 -0.627
H 5.402 2.595 -0.224
H 4.436 2.954 1.235
H 3.801 3.324 -0.374
*
```

Summary:
- LUMO (spin up / spin down): 0.16 / 0.16 eV
- Orbital gap (spin up / spin down): 0.208 / 0.208 hartree
- E_HOMO (spin up / spin down): -5.52 / -5.51 eV
- Total energy: -5806.2431 hartree

# 2
Below is one molecule with the formula C13H16 in a non-equilibrium geometry, with properties calculated with ωB97M-V with the def2-TZVPD basis set.

```
! RIJCOSX wB97M-V def2-TZVPD def2/J DEFGRID3
* xyz 0 1
C 2.700 -0.138 0.050
C 2.324 -0.032 -1.403
C 1.691 -0.328 0.877
C 1.151 0.309 -1.779
C 0.310 -0.378 0.454
C 0.083 0.517 -0.751
C -0.845 -0.808 1.290
C -1.503 -0.614 2.424
C -0.365 -1.753 0.194
C -0.802 1.523 -0.779
C 0.228 -3.114 0.575
C -1.734 1.762 0.375
C -0.733 2.577 -1.883
H 3.795 -0.231 0.386
H 3.072 -0.359 -2.197
H 1.796 -0.200 1.936
H 0.876 0.474 -2.877
H -2.401 -1.219 2.668
H -1.278 0.340 3.072
H -1.038 -1.763 -0.600
H 1.046 -3.439 0.000
H -0.569 -3.987 0.622
H 0.567 -3.067 1.532
H -1.164 1.880 1.219
H -2.426 1.000 0.781
H -2.466 2.523 0.254
H -1.828 2.739 -2.151
H -0.097 2.281 -2.694
H -0.392 3.504 -1.593
*
```

Summary:
- LUMO: 0.84 eV
- SMILES: C=C1[C@H](C)[C@]12C=CC=CC2=C(C)C
- Orbital gap: 0.326 hartree
- E_HOMO: -8.03 eV
- Total energy: -504.7740 hartree

# 3
Below is C30H56CdN14S2 as an isolated structure, with properties calculated with ωB97M-V with the def2-TZVPD basis set.

```
! RIJCOSX wB97M-V def2-TZVPD def2/J DEFGRID3
* xyz -2 1
Cd -0.461 0.316 0.156
C -3.960 -4.410 1.868
N -2.588 -3.962 1.871
C -1.740 -4.672 2.818
C -0.751 -3.614 3.299
N -1.493 -2.389 3.064
C -0.770 -1.151 3.245
C -2.308 -2.577 1.958
N -2.712 -1.630 1.215
C -3.607 -1.894 0.104
C -3.453 -0.886 -1.035
N -2.369 -1.291 -1.905
C -2.088 -0.716 -3.001
N -2.689 0.358 -3.678
C -3.384 1.416 -2.946
C -1.748 0.867 -4.664
C -0.816 -0.315 -4.934
N -1.107 -1.223 -3.854
C -0.090 -2.127 -3.393
H -3.994 -5.463 1.578
H -4.561 -3.847 1.163
H -4.420 -4.318 2.867
H -1.241 -5.517 2.338
H -2.347 -5.051 3.655
H 0.174 -3.619 2.710
H -0.512 -3.719 4.360
H -0.422 -1.098 4.281
H -1.443 -0.317 3.056
H 0.098 -1.096 2.583
H -4.649 -1.832 0.458
H -3.440 -2.892 -0.322
H -3.265 0.105 -0.602
H -4.406 -0.855 -1.583
H -2.763 1.769 -2.101
H -4.351 1.070 -2.584
H -3.569 2.230 -3.651
H -1.195 1.727 -4.262
H -2.278 1.192 -5.565
H 0.239 -0.015 -4.925
H -1.020 -0.776 -5.911
H 0.866 -1.612 -3.242
H 0.068 -2.934 -4.119
H -0.389 -2.549 -2.435
C 1.892 -4.004 -1.089
C 1.891 -2.932 -0.008
S 0.279 -2.182 0.111
C 3.028 -2.716 0.689
C 4.259 -3.532 0.322
S 3.269 -1.604 2.015
H 0.869 -4.251 -1.370
H 2.389 -4.923 -0.763
H 2.409 -3.668 -2.000
H 4.504 -3.450 -0.744
H 4.121 -4.600 0.535
H 5.111 -3.181 0.899
C 1.410 1.520 -2.185
N 2.008 0.967 -0.969
C 2.656 2.043 -0.231
N 3.706 2.697 -1.036
C 3.077 3.204 -2.258
N 2.427 2.155 -3.046
C 3.438 1.143 -3.365
N 4.068 0.571 -2.179
C 3.014 -0.028 -1.336
C 4.675 1.663 -1.419
H 0.625 2.229 -1.902
H 0.942 0.703 -2.743
H 3.108 1.625 0.671
H 1.903 2.783 0.047
H 3.844 3.685 -2.875
H 2.325 3.947 -1.981
H 4.212 1.605 -3.989
H 2.961 0.339 -3.932
H 3.447 -0.449 -0.427
H 2.528 -0.837 -1.885
H 5.458 2.128 -2.029
H 5.122 1.250 -0.512
N 0.191 3.722 6.025
C 0.797 2.821 5.139
C 0.153 2.419 3.969
N 0.703 1.550 3.133
C 1.894 1.048 3.469
C 2.520 1.449 4.637
N 1.989 2.345 5.474
H -0.388 4.411 5.567
H 0.873 4.145 6.636
H -0.816 2.827 3.699
H 2.332 0.309 2.803
H 3.487 1.037 4.901
C -2.760 3.952 -0.505
C -1.822 3.012 0.292
C -2.622 2.522 1.520
C -0.656 3.894 0.802
N -1.401 1.965 -0.593
H -3.079 4.821 0.086
H -3.651 3.406 -0.824
H -2.237 4.305 -1.397
H -2.967 3.346 2.164
H -2.001 1.848 2.117
H -3.491 1.951 1.186
H -0.984 4.708 1.467
H -0.147 4.338 -0.059
H 0.062 3.270 1.336
*
```

Summary:
- LUMO: 4.62 eV
- Orbital gap: 0.183 hartree
- E_HOMO: -0.37 eV
- Total energy: -2907.3466 hartree

# 4
Below is an isolated ion of composition C6H11N4 and charge +1 in a non-equilibrium geometry, with properties calculated with ωB97M-V with the def2-TZVPD basis set.

```
! RIJCOSX wB97M-V def2-TZVPD def2/J DEFGRID3
* xyz 1 1
C 0.685 1.843 -0.038
C 1.513 1.105 0.772
C -2.777 -0.913 -0.413
C -1.070 0.546 -1.082
C 1.943 -1.162 0.109
C -1.391 -0.006 1.286
N -0.164 1.416 -0.967
N 1.521 -0.231 0.864
N -1.742 -0.198 -0.096
N 2.583 -1.007 -1.054
H 0.884 2.905 -0.104
H 2.212 1.629 1.413
H -3.383 -1.366 0.352
H -3.062 -1.043 -1.443
H -1.490 0.402 -2.071
H 1.774 -2.181 0.438
H -0.426 -0.481 1.497
H -1.285 1.059 1.498
H -2.149 -0.435 1.936
H 3.000 -1.798 -1.515
H 2.823 -0.085 -1.383
*
```

Summary:
- LUMO (spin up / spin down): -5.13 / -5.12 eV
- SMILES: C=[N+](C)\C=N/C=C\N=C/N
- Orbital gap (spin up / spin down): 0.237 / 0.237 hartree
- E_HOMO (spin up / spin down): -11.58 / -11.58 eV
- Total energy: -453.9242 hartree

# 5
Below is a 2-piece molecular cluster, C24H31Br2O2Si overall in a non-equilibrium geometry, with properties calculated with ωB97M-V with the def2-TZVPD basis set.

```
! RIJCOSX wB97M-V def2-TZVPD def2/J DEFGRID3
* xyz 1 1
C 6.226 1.924 0.634
C 5.279 1.111 1.514
C 4.220 0.423 0.664
C 3.212 -0.351 1.495
O 2.229 -0.885 0.552
C 1.133 -1.474 1.111
C -0.023 -0.755 1.191
O 1.327 -2.735 1.549
Si 0.627 -4.102 0.797
C 1.528 -5.520 1.591
C -1.201 -4.145 1.128
C 1.036 -3.970 -1.012
H 6.999 2.399 1.241
H 6.715 1.274 -0.101
H 5.678 2.706 0.095
H 5.835 0.349 2.077
H 4.783 1.758 2.251
H 3.697 1.179 0.058
H 4.720 -0.267 -0.035
H 3.684 -1.197 2.016
H 2.689 0.306 2.208
H -0.964 -1.273 1.337
H 0.125 0.309 1.244
H 1.161 -6.472 1.182
H 2.607 -5.457 1.394
H 1.385 -5.536 2.679
H -1.620 -4.995 0.569
H -1.405 -4.307 2.196
H -1.726 -3.237 0.807
H 0.439 -4.703 -1.573
H 0.833 -2.971 -1.420
H 2.099 -4.196 -1.173
Br 3.622 4.921 -0.763
C 2.013 3.958 -0.457
C 1.787 3.367 0.797
C 0.624 2.635 1.014
C -0.344 2.449 -0.012
C -1.514 1.656 0.249
C -2.623 1.653 -0.600
C -3.786 0.936 -0.344
C -4.926 0.924 -1.208
C -6.134 0.286 -0.804
C -7.238 0.227 -1.647
C -7.175 0.806 -2.928
Br -8.648 0.677 -4.097
C -6.010 1.474 -3.341
C -4.902 1.532 -2.497
C -0.095 3.074 -1.270
C 1.056 3.837 -1.476
H 2.504 3.501 1.602
H 0.435 2.214 2.003
H -1.634 1.199 1.230
H -2.593 2.283 -1.492
H -3.848 0.356 0.579
H -6.180 -0.156 0.193
H -8.148 -0.273 -1.327
H -5.969 1.935 -4.324
H -4.003 2.044 -2.838
H -0.812 2.952 -2.083
H 1.215 4.345 -2.424
*
```

Summary:
- LUMO: -5.74 eV
- Orbital gap: 0.194 hartree
- E_HOMO: -11.02 eV
- Total energy: -6520.8789 hartree

# 6
Below is BrMn2 as an isolated structure, with properties calculated with ωB97M-V with the def2-TZVPD basis set.

```
! RIJCOSX wB97M-V def2-TZVPD def2/J DEFGRID3
* xyz 3 11
Mn -17.737 0.720 11.498
Mn -18.613 4.744 14.796
Br -18.310 2.767 12.929
*
```

Summary:
- LUMO (spin up / spin down): -16.25 / -15.96 eV
- Orbital gap (spin up / spin down): 0.297 / 0.309 hartree
- E_HOMO (spin up / spin down): -24.32 / -24.35 eV
- Total energy: -4874.6614 hartree

# 7
Below is one molecule with the formula CH2O3S in a non-equilibrium geometry, with properties calculated with ωB97M-V with the def2-TZVPD basis set.

```
! RIJCOSX wB97M-V def2-TZVPD def2/J DEFGRID3
* xyz 0 1
C 0.141 -0.094 -0.077
O 3.970 -0.437 0.048
O 1.210 -0.314 0.641
O -0.984 0.420 0.321
S 2.722 0.354 -0.161
H 0.024 -0.439 -1.105
H -0.980 0.597 1.316
*
```

Summary:
- LUMO (spin up / spin down): -0.63 / -0.64 eV
- Orbital gap (spin up / spin down): 0.240 / 0.240 hartree
- E_HOMO (spin up / spin down): -7.16 / -7.16 eV
- Total energy: -663.1010 hartree

# 8
Below is one molecule with the formula C5H4N2S in a non-equilibrium geometry, with properties calculated with ωB97M-V with the def2-TZVPD basis set.

```
! RIJCOSX wB97M-V def2-TZVPD def2/J DEFGRID3
* xyz 0 1
C -0.007 1.799 -0.933
C -0.009 0.501 -0.258
C -0.064 0.351 1.127
C -0.017 -1.898 0.939
C 0.127 -0.694 -0.986
H 0.121 1.762 -2.033
H -0.259 1.239 1.717
H -0.083 -2.928 1.371
H 0.255 -0.697 -2.069
N -0.079 -0.849 1.757
N 0.057 -1.856 -0.400
S -0.043 3.269 -0.234
*
```

Summary:
- LUMO: -1.29 eV
- SMILES: S=Cc1cncnc1
- Orbital gap: 0.290 hartree
- E_HOMO: -9.18 eV
- Total energy: -700.6002 hartree